1.
Molecular formula: C71H155N9O9
Method: DFT, ωB97M-V with the def2-TZVPD basis set

Output
Relative energy (zero: lowest compared OMol25 entry of this formula, charge and spin) ... 3.272 eV
Spin multiplicity ... 1
Total energy ... -107966.5813 eV
Molecular weight ... 1279.1 g mol⁻¹
SMILES ... CC1(C)CCCC(C)(C)N1O.CC1(C)CCCC(C)(C)N1O.CC1(C)CCCC(C)(C)N1O.CC1(C)CCCC(C)(C)N1O.CC1(C)CCCC(C)(C)N1O.CC1(C)CCCC(C)(C)N1O.CC1(C)CCCC(C)(C)N1O.COC[C@H](C)N.COC[C@H](C)N
Gap between HOMO and LUMO ... 8.43 eV

Geometry (Å):
C  2.83960  -2.64818  3.97461
C  3.12991  -3.14912  2.57903
C  1.89520  -3.04277  1.68423
C  4.24988  -2.38172  1.90763
C  4.90455  -3.04801  0.70815
C  5.43758  -4.42458  1.06085
C  4.31870  -5.27978  1.66437
C  3.26576  -5.67078  0.59742
C  4.96520  -6.54955  2.22483
N  3.75066  -4.57582  2.81067
O  2.75746  -5.38846  3.44037
H  2.38616  -3.45433  4.49274
H  3.70111  -2.15944  4.51074
H  2.09129  -1.77343  3.85868
H  2.19916  -3.20211  0.62210
H  0.99635  -3.66435  1.92608
H  1.61572  -1.98434  1.64513
H  3.93547  -1.37442  1.72285
H  5.02256  -2.31454  2.62398
H  4.12995  -3.04857  -0.12255
H  5.69321  -2.41009  0.34211
H  6.29244  -4.37406  1.71591
H  5.78673  -4.93201  0.16387
H  3.29766  -6.69204  0.23661
H  3.46270  -5.06745  -0.28210
H  2.25710  -5.42661  0.97598
H  5.61239  -6.97228  1.42670
H  4.13407  -7.25483  2.43115
H  5.58797  -6.37780  3.09282
H  3.17404  -5.60290  4.27125
C  3.36466  -3.73669  -5.96896
C  1.84394  -3.69969  -5.76224
C  1.35206  -2.34749  -6.07520
C  1.10495  -4.73559  -6.52350
C  1.50840  -6.16671  -6.04356
C  1.12686  -6.30447  -4.56392
C  1.76644  -5.25895  -3.64944
C  0.95303  -5.27736  -2.34841
C  3.24331  -5.57881  -3.21816
N  1.46865  -3.93166  -4.27905
O  1.98807  -2.92967  -3.47288
H  3.53270  -3.20700  -6.90824
H  3.75393  -3.08580  -5.19406
H  3.80835  -4.71180  -6.00681
H  1.85397  -1.51040  -5.49859
H  1.54841  -2.05300  -7.13736
H  0.30385  -2.26249  -5.76114
H  0.02604  -4.55782  -6.37155
H  1.20855  -4.68621  -7.60522
H  0.95299  -6.93930  -6.62288
H  2.59239  -6.34202  -6.17582
H  1.66221  -7.23219  -4.11587
H  0.08815  -6.45783  -4.40368
H  -0.13479  -5.21686  -2.56645
H  1.27007  -4.54840  -1.54142
H  1.12588  -6.24890  -1.82636
H  3.43767  -5.04874  -2.25841
H  4.00959  -5.22020  -3.91237
H  3.41246  -6.65567  -3.04935
H  1.26077  -2.34958  -3.12455
C  2.58712  8.08758  -5.62743
C  2.51272  6.58587  -6.00401
C  1.24459  6.24275  -6.83058
C  3.79387  6.24684  -6.79407
C  4.28504  4.74057  -6.77626
C  4.10167  4.06129  -5.45665
C  2.79625  4.29974  -4.80523
C  1.75117  3.43532  -5.46980
C  2.83981  3.86993  -3.36531
N  2.54455  5.81658  -4.72731
O  1.20959  6.01178  -4.08185
H  2.33891  8.57548  -6.59384
H  1.90341  8.40209  -4.87261
H  3.58329  8.35519  -5.31041
H  1.15982  5.19845  -6.79818
H  0.41920  6.78257  -6.38886
H  1.38732  6.29133  -7.87730
H  3.65060  6.47191  -7.89490
H  4.62392  6.86580  -6.40362
H  3.67973  4.16257  -7.53527
H  5.32387  4.70826  -7.11435
H  4.89851  4.42575  -4.75421
H  4.15456  2.98107  -5.51545
H  0.72136  3.59245  -5.11378
H  1.94037  2.38224  -5.34618
H  1.70799  3.52576  -6.53833
H  3.67342  4.38925  -2.90885
H  3.02752  2.83212  -3.42467
H  1.86532  4.11707  -2.89606
H  1.45371  6.34918  -3.23531
C  -4.25099  -2.96894  2.20618
C  -4.14656  -3.04615  0.63218
C  -4.66819  -1.79931  -0.02590
C  -2.70334  -3.06663  0.18773
C  -2.02041  -4.35083  0.30841
C  -2.82584  -5.40085  -0.40619
C  -4.38564  -5.44466  0.06146
C  -5.08924  -6.32645  -0.92978
C  -4.48054  -5.95355  1.52144
N  -4.85488  -4.11913  -0.08617
O  -6.27675  -4.02616  0.21779
H  -3.72973  -3.69463  2.72406
H  -3.94944  -1.97372  2.50747
H  -5.32232  -3.16299  2.47001
H  -4.18967  -0.86391  0.35286
H  -4.67328  -1.90002  -1.07199
H  -5.76971  -1.72658  0.18026
H  -2.70101  -2.82613  -0.90472
H  -2.19160  -2.17024  0.69863
H  -0.94766  -4.42409  -0.03574
H  -1.92940  -4.85435  1.30308
H  -2.33839  -6.40363  -0.39694
H  -2.87752  -5.22028  -1.47778
H  -4.95392  -6.05538  -1.97852
H  -6.15880  -6.39389  -0.73334
H  -4.68663  -7.36193  -0.86515
H  -4.83607  -7.01057  1.48198
H  -5.14090  -5.41480  2.19752
H  -3.48823  -5.94029  1.90126
H  -6.60961  -3.56245  -0.58284
C  -1.67662  4.49763  -2.84529
C  -2.78480  4.72458  -3.88995
C  -3.14175  6.21950  -3.87392
C  -2.15828  4.47893  -5.29868
C  -2.20978  2.97891  -5.74521
C  -3.52673  2.42220  -5.40320
C  -4.11152  2.48608  -3.93100
C  -5.59832  2.11353  -3.92918
C  -3.33319  1.55856  -3.08602
N  -3.95790  3.91207  -3.64762
O  -4.48042  4.11238  -2.19907
H  -2.09112  4.60700  -1.84747
H  -1.28540  3.46459  -2.93224
H  -0.82880  5.11447  -3.03836
H  -2.20373  6.77086  -3.99775
H  -3.74997  6.52167  -4.70387
H  -3.59446  6.52377  -2.92288
H  -2.76326  5.01193  -5.96202
H  -1.07855  4.84191  -5.32282
H  -2.05998  3.08183  -6.80903
H  -1.33136  2.50647  -5.28362
H  -3.57705  1.38301  -5.78375
H  -4.36839  2.92052  -5.98670
H  -6.05332  1.96417  -2.94443
H  -5.70654  1.15042  -4.45676
H  -6.16866  2.83631  -4.55475
H  -3.41430  1.78697  -1.96932
H  -2.30458  1.65785  -3.49556
H  -3.71579  0.57718  -3.19515
H  -5.37381  4.30086  -2.31982
C  -2.41972  -0.89820  9.18282
C  -2.64092  -0.26801  7.80309
C  -4.06213  0.16825  7.60134
C  -1.71221  1.00893  7.62920
C  -0.25185  0.64318  7.42339
C  -0.16346  -0.43624  6.28307
C  -0.93439  -1.70037  6.48535
C  -0.92165  -2.44390  5.17318
C  -0.26452  -2.55615  7.61078
N  -2.30193  -1.23822  6.75265
O  -3.10561  -2.44385  6.83210
H  -2.93701  -1.85586  9.06317
H  -1.35339  -0.95809  9.34626
H  -2.89180  -0.30832  10.00931
H  -4.80060  -0.58460  7.83216
H  -4.19925  1.10929  8.13151
H  -4.09275  0.55463  6.60695
H  -2.02047  1.56978  6.77467
H  -1.83178  1.59495  8.52217
H  0.31079  1.47538  7.12791
H  0.23709  0.34146  8.35392
H  0.83211  -0.78415  6.05868
H  -0.56432  0.06079  5.37623
H  -1.15772  -1.63167  4.45375
H  -1.59238  -3.25389  5.22817
H  0.06766  -2.75951  4.95773
H  0.71402  -2.86703  7.31836
H  -1.01049  -3.39820  7.69820
H  -0.22712  -2.07465  8.56464
H  -3.95315  -2.11229  6.49313
C  1.65456  2.60165  1.55586
C  2.72975  2.94360  2.59338
C  3.22857  1.64726  3.17110
C  3.88331  3.70233  1.89493
C  4.92321  4.28998  2.86283
C  4.17947  5.16528  3.94330
C  3.04700  4.40420  4.65161
C  3.67490  3.55182  5.72742
C  2.14190  5.42793  5.44823
N  2.14157  3.78203  3.59805
O  1.02366  3.10651  4.28843
H  2.08668  2.09978  0.67238
H  0.86082  1.90678  1.96714
H  1.22661  3.55633  1.18431
H  4.10015  1.86016  3.82631
H  2.43985  1.20613  3.79008
H  3.57990  0.94958  2.41426
H  4.34981  3.03916  1.19121
H  3.36301  4.53020  1.35960
H  5.59824  3.52164  3.30661
H  5.48194  5.00904  2.24605
H  3.85852  6.02621  3.36493
H  4.94586  5.53692  4.63754
H  3.84636  4.29996  6.54978
H  4.56841  3.00758  5.58991
H  2.93977  2.78717  6.08850
H  1.53438  4.94712  6.25653
H  1.58503  6.06753  4.78671
H  2.85728  6.13916  5.95719
H  0.53524  3.90132  4.64445
C  -5.70468  0.54586  3.37938
O  -5.36271  1.89518  3.27357
C  -4.39703  2.11743  2.25996
C  -3.61412  3.35200  2.66681
C  -2.84790  3.94998  1.48667
N  -2.67920  3.13696  3.77388
H  -4.78375  0.01050  3.48331
H  -6.34091  0.15109  2.54432
H  -6.32124  0.45323  4.30415
H  -3.56336  1.32169  2.23857
H  -4.83717  2.21547  1.22162
H  -4.29225  4.13200  3.03239
H  -3.50895  4.23771  0.64473
H  -2.22269  3.11091  1.12912
H  -2.14433  4.76686  1.62284
H  -3.10675  2.65573  4.56787
H  -1.87299  2.56411  3.48632
C  -1.00408  -0.05949  1.89265
O  -0.14974  -0.38797  0.82162
C  -0.33796  0.31900  -0.39972
C  0.52891  -0.28934  -1.48468
C  0.26524  0.50383  -2.77294
N  0.09482  -1.65718  -1.74067
H  -1.08630  1.07687  1.94960
H  -0.53261  -0.40305  2.84649
H  -2.00661  -0.44132  1.74759
H  -1.46979  0.35446  -0.67632
H  -0.15252  1.33426  -0.19461
H  1.54151  -0.27548  -1.12711
H  0.31044  1.58845  -2.59478
H  -0.71031  0.31816  -3.17423
H  1.04953  0.24813  -3.51652
H  -0.85703  -1.84242  -1.89671
H  0.32101  -2.29627  -0.99967

***

2.
Molecular formula: C13H19BrN2O2
Method: DFT, ωB97M-V with the def2-TZVPD basis set

Output
Spin multiplicity ... 1
Total energy ... -90906.1230 eV
Molecular weight ... 315.2 g mol⁻¹
SMILES ... COc1cc(Br)cc(CN2CCN(C)CC2)c1O
Gap between HOMO and LUMO ... 8.80 eV

Geometry (Å):
C  -4.61617  -3.14529  -0.41073
O  -3.28091  -2.85013  -0.08047
C  -2.92909  -1.53143  0.07988
C  -3.78417  -0.45349  -0.06173
C  -3.27708  0.82276  0.13292
Br  -4.45825  2.30546  -0.06064
C  -1.95790  1.04537  0.45882
C  -1.09205  -0.03259  0.59648
C  0.35425  0.17679  0.95564
N  0.81275  1.48989  0.53142
C  1.00191  1.59350  -0.90784
C  2.43991  1.24629  -1.34777
N  3.03224  0.35773  -0.36668
C  4.24465  -0.27254  -0.82972
C  3.23343  1.04657  0.89760
C  2.00906  1.93025  1.21255
C  -1.57832  -1.32268  0.41074
O  -0.74595  -2.38859  0.54898
H  -4.89703  -2.70261  -1.37108
H  -5.30471  -2.80092  0.36667
H  -4.66799  -4.23032  -0.48428
H  -4.82295  -0.58499  -0.31611
H  -1.57353  2.04128  0.60464
H  0.94946  -0.64176  0.53054
H  0.44690  0.12464  2.04523
H  0.76818  2.62095  -1.20906
H  0.28578  0.92900  -1.39200
H  2.41859  0.73546  -2.31234
H  3.03958  2.16728  -1.46880
H  4.03020  -0.84282  -1.73262
H  4.60126  -0.95740  -0.06090
H  5.04631  0.45148  -1.05092
H  3.36635  0.28303  1.66986
H  4.14449  1.67290  0.87833
H  2.19683  2.95797  0.88817
H  1.82220  1.94760  2.28835
H  -1.25824  -3.18864  0.36690

***

3.
Molecular formula: C3H14O4
Method: DFT, ωB97M-V with the def2-TZVPD basis set

Output
Relative energy (zero: lowest compared OMol25 entry of this formula, charge and spin) ... 0.688 eV
Spin multiplicity ... 1
Total energy ... -11527.9206 eV
Molecular weight ... 114.1 g mol⁻¹
SMILES ... CCCO.O.O.O
Gap between HOMO and LUMO ... 10.84 eV

Geometry (Å):
C  1.01954  -2.98265  -0.23879
C  0.93051  -1.55269  0.22234
C  -0.36402  -0.78094  -0.14063
O  -0.65739  0.29114  0.83480
H  0.22812  -3.58297  0.21147
H  1.96498  -3.34792  0.18730
H  1.20770  -3.26990  -1.27607
H  1.11649  -1.53546  1.29984
H  1.70098  -0.88623  -0.17244
H  -0.17722  -0.24767  -1.07242
H  -1.23618  -1.41967  -0.03192
H  0.19342  0.77798  0.95836
O  -0.54592  3.06199  -0.53763
H  -1.11147  3.57370  0.05086
H  -1.17383  2.49687  -0.97364
O  -2.63723  1.20414  -0.52391
H  -3.36593  1.41575  0.05935
H  -1.95385  0.71804  0.00822
O  1.58469  1.63353  0.38718
H  2.28786  2.13832  0.77916
H  0.98876  2.29463  -0.03143

***

- Look up the spin multiplicity of the first one.
  1